(1)
Density functional theory data (the ωB97M-V functional and the def2-TZVPD basis) for a structure of composition C27H50OP2Zr in a non-equilibrium geometry.

Values from the calculation:
spin multiplicity	1
M	543.9	g mol⁻¹
electronic energy	-50703.5204	eV
charge	+2
relative energy (zero: lowest compared OMol25 entry of this formula, charge and spin)	0.00	kcal per mole

Last column: Mulliken charge in e.
CARTESIAN COORDINATES (ANGSTROEM)
1 Zr 0.04164 -0.26386 1.66646  0.0408
2 C -0.57533 -2.37059 2.71857  0.1943
3 C 0.80311 -2.51408 2.30808  1.2013
4 C 0.72679 -1.00370 4.07813  1.1677
5 C -0.61478 -1.43896 3.81820  0.6844
6 C 1.59663 -1.63692 3.12829  0.3267
7 C -1.72649 -3.19065 2.26003  -1.6316
8 H -1.51397 -3.66709 1.29832  0.2784
9 H -2.62963 -2.58012 2.14141  0.4021
10 H -1.97409 -3.99056 2.97387  0.3405
11 C -1.79215 -1.12332 4.66363  -1.4493
12 H -2.71202 -1.52700 4.22730  0.4077
13 H -1.92286 -0.03865 4.77851  0.0515
14 H -1.69529 -1.54735 5.67567  0.3231
15 C 1.15088 -0.19562 5.24562  -1.6353
16 H 1.07797 -0.76040 6.18925  0.3253
17 H 0.52841 0.70177 5.35213  0.2286
18 H 2.19297 0.12708 5.14061  0.3781
19 C 3.08236 -1.58611 3.17504  -1.7438
20 H 3.49039 -2.20871 3.98658  0.3631
21 H 3.44235 -0.56392 3.34237  0.4061
22 H 3.51965 -1.94242 2.23759  0.3206
23 C 1.34062 -3.52852 1.35937  -1.7060
24 H 1.68550 -4.44103 1.87187  0.2994
25 H 2.20354 -3.13867 0.80563  0.3914
26 H 0.58695 -3.84035 0.62916  0.3804
27 C -1.82241 0.48666 -4.58101  0.0843
28 C -1.74605 -0.85118 -4.69599  -0.9004
29 C -0.90864 -1.55301 -5.72314  -0.8018
30 C 0.45809 -0.88106 -6.03925  -1.0460
31 C 1.20591 -0.37227 -4.84503  -0.1921
32 C 1.16607 0.88931 -4.37842  -0.5534
33 C 0.24851 1.96181 -4.89824  -0.4399
34 C -1.10097 1.46254 -5.46360  -1.1892
35 H -1.47865 -1.62128 -6.66833  0.3371
36 H 0.33239 -0.12000 -6.82323  0.3364
37 H -0.70849 -2.59146 -5.40735  0.3478
38 H -0.97408 1.08516 -6.48756  0.3133
39 H -2.58192 0.94065 -3.93431  0.5247
40 H -2.47468 -1.48309 -4.17524  0.8947
41 H -1.75098 2.34576 -5.55019  0.4491
42 H 0.03013 2.69007 -4.09675  0.2741
43 H 1.93808 1.22240 -3.67471  0.6011
44 H 0.77454 2.51739 -5.69391  0.4527
45 H 1.08338 -1.66917 -6.48537  0.4196
46 H 1.93172 -1.08339 -4.43901  0.4258
47 P -1.05988 -0.29533 -0.68508  1.6114
48 P 1.96715 1.02087 0.37877  1.2315
49 C -0.13512 0.98502 -1.65283  0.0730
50 C 0.92636 1.84126 -0.93600  -0.9901
51 H -0.90197 1.62281 -2.11769  0.8092
52 H 0.32963 0.43417 -2.48088  -0.8722
53 H 1.65143 2.22659 -1.66454  0.5930
54 H 0.44495 2.71794 -0.47906  0.3428
55 C 2.71020 2.40030 1.30416  -1.2150
56 H 3.39539 1.98708 2.05477  0.3884
57 H 1.93108 2.95540 1.84048  0.2125
58 H 3.26754 3.09569 0.66306  0.4530
59 C 3.36578 0.22861 -0.46952  -1.4334
60 H 3.83125 0.92950 -1.17142  0.4699
61 H 3.02130 -0.65760 -1.01402  0.3515
62 H 4.11558 -0.10385 0.25993  0.4266
63 C -2.78603 0.22159 -0.69282  -1.1715
64 H -3.35439 -0.51517 -0.11196  0.4384
65 H -3.16104 0.25585 -1.72126  0.3802
66 H -2.92730 1.19618 -0.20726  0.2191
67 C -0.96464 -1.84175 -1.63102  -0.7207
68 H 0.03980 -2.28173 -1.55594  0.3432
69 H -1.19177 -1.64379 -2.68481  -0.4370
70 H -1.68542 -2.56515 -1.22225  0.4770
71 C -2.40952 3.00273 2.28168  -1.3252
72 C -1.05160 2.63373 2.84584  0.7899
73 C -1.01291 2.72964 4.35673  -1.4041
74 O -0.67410 1.33870 2.35985  -0.8863
75 H -3.15238 2.25278 2.58698  0.3490
76 H -2.39205 3.06130 1.18924  0.2317
77 H -2.74094 3.97832 2.65311  0.4611
78 H -0.29720 3.32930 2.46275  0.0690
79 H -1.66196 1.98654 4.83865  0.2089
80 H 0.00658 2.64941 4.74495  0.3318
81 H -1.37890 3.71694 4.66636  0.5102

=====

(2)
Density functional theory data (the ωB97M-V functional and the def2-TZVPD basis) for a structure of composition C27H51BCl14F9NNbO3 in a non-equilibrium geometry.

Values from the calculation:
spin multiplicity	1
M	1208.8	g mol⁻¹
electronic energy	-238456.0603	eV
charge	-1

Last column: Mulliken charge in e.
CARTESIAN COORDINATES (ANGSTROEM)
1 C 5.32484 -4.47690 2.38819  -1.0487
2 C 5.89497 -3.19265 2.98042  -0.5235
3 C 4.86176 -2.27964 3.60950  -0.5434
4 N 3.65281 -2.12147 2.80123  -0.4468
5 Nb 3.67506 -0.87644 1.06076  -0.8563
6 C 1.43934 -0.96802 0.66380  -0.4062
7 C 1.09778 -2.18255 -0.23679  -0.3791
8 C 0.70518 -3.43500 0.52464  -0.6554
9 O -0.00013 -3.19924 1.75707  -0.4113
10 C -1.18915 -2.57009 1.61144  0.8605
11 C -2.18607 -3.07476 0.60146  -0.1169
12 O -1.47919 -1.63263 2.34367  -0.5885
13 B 4.16201 0.30409 -0.92484  0.6799
14 C 5.36898 1.30787 -1.12326  -1.0991
15 O 3.27997 0.10076 -1.99367  -0.4303
16 C 3.56759 1.11164 2.26275  0.6615
17 F 4.76154 1.78410 2.11274  -0.3128
18 F 3.48461 0.87894 3.63692  -0.3177
19 C 2.46889 2.15996 1.97005  0.6961
20 F 1.97920 2.12897 0.71582  -0.1921
21 F 2.99289 3.41735 2.12151  -0.3603
22 C 1.27428 2.14530 2.95576  0.3541
23 F 0.85468 0.90834 3.25090  -0.1985
24 F 1.60880 2.77414 4.10215  -0.3051
25 C 0.03294 2.90902 2.41392  0.5157
26 F -0.79823 3.16887 3.44555  -0.2771
27 F -0.64353 2.18005 1.52318  -0.1667
28 F 0.36544 4.08340 1.86189  -0.2821
29 H 6.13562 -4.98741 1.87400  0.3863
30 H 5.00141 -5.14724 3.17768  0.3125
31 H 4.56392 -4.29008 1.64575  0.0920
32 H 6.57865 -3.48269 3.77551  0.3684
33 H 6.49792 -2.70142 2.22928  0.2676
34 H 4.62014 -2.68997 4.59279  0.5518
35 H 5.35467 -1.33245 3.81917  0.2440
36 H 2.91476 -1.75569 3.39731  0.1608
37 H 5.51220 -0.82129 1.24359  -0.0942
38 H 3.93009 -2.35168 0.02184  -0.0762
39 H 1.01691 -0.10964 0.15285  0.0939
40 H 0.94592 -1.03981 1.62877  0.7901
41 H 0.25233 -1.90480 -0.86973  0.1309
42 H 1.90239 -2.42093 -0.91664  0.7391
43 H 0.04546 -4.01125 -0.10640  0.2213
44 H 1.54450 -4.08500 0.71211  0.1419
45 H -1.77785 -3.15403 -0.39600  0.2217
46 H -2.99292 -2.36291 0.58196  -0.5845
47 H -2.61763 -4.02042 0.89682  0.3340
48 H 6.30573 0.90499 -0.76088  0.2358
49 H 5.50113 1.57258 -2.17476  0.2548
50 H 5.15305 2.22345 -0.58217  0.3385
51 H 2.43153 0.46979 -1.69497  0.0167
52 Cl 0.30020 0.73233 -2.11773  -0.0750
53 C -0.65521 1.82943 -3.13962  -0.7068
54 C -0.88762 1.29717 -4.52638  -0.0047
55 Cl 0.59405 1.25947 -5.51956  -0.2281
56 H -0.15152 2.79244 -3.16083  0.3630
57 H -1.61623 1.95077 -2.64155  0.2938
58 H -1.59518 1.94692 -5.03947  0.1614
59 H -1.29865 0.29256 -4.50302  0.1280
60 Cl -5.46828 -2.05031 1.24207  -0.2347
61 C -4.85642 -0.37765 1.36773  -0.1783
62 C -5.30563 0.47707 0.21062  -0.2782
63 Cl -4.53424 -0.01219 -1.32168  -0.0383
64 H -3.77135 -0.42084 1.43786  0.1203
65 H -5.24519 0.03087 2.29563  0.2548
66 H -5.02649 1.51221 0.38688  -0.0396
67 H -6.38261 0.43383 0.07507  0.3533
68 Cl -0.06505 5.80603 7.56457  -0.2168
69 C 1.12754 4.73349 6.77644  0.0481
70 C 1.50792 3.56640 7.64598  -0.3345
71 Cl 2.44831 4.06915 9.07851  -0.2124
72 H 1.99418 5.33334 6.51472  0.3700
73 H 0.67005 4.36912 5.85947  -0.2026
74 H 2.13336 2.88053 7.07805  0.1647
75 H 0.63115 3.02814 7.99421  0.3852
76 Cl -4.62837 2.45240 -4.85522  -0.1719
77 C -4.87959 1.21695 -6.11645  -0.5239
78 C -5.31654 -0.10398 -5.53713  -0.4221
79 Cl -4.02213 -0.87310 -4.59210  -0.1312
80 H -3.95287 1.11749 -6.67575  0.3167
81 H -5.64903 1.59713 -6.78589  0.3416
82 H -5.57602 -0.78907 -6.34234  0.3169
83 H -6.18128 0.00931 -4.88834  0.2943
84 Cl -0.05771 1.30897 -9.88631  -0.1851
85 C 0.78645 2.87442 -9.76569  -0.4491
86 C 0.36511 3.65758 -8.55083  0.0134
87 Cl -1.32311 4.22566 -8.66868  -0.2008
88 H 0.59479 3.42752 -10.68121  0.3328
89 H 1.85132 2.65756 -9.70665  0.2901
90 H 0.99072 4.54262 -8.45109  0.2899
91 H 0.45584 3.06712 -7.64474  -0.0676
92 Cl 1.00625 -5.94568 -1.66833  -0.1516
93 C 0.94871 -7.44884 -0.71474  -0.4966
94 C -0.44133 -7.77480 -0.23439  -0.4706
95 Cl -1.01611 -6.62142 0.99340  -0.1487
96 H 1.64121 -7.34239 0.11633  0.3202
97 H 1.30568 -8.24774 -1.36273  0.3533
98 H -0.44452 -8.76000 0.22925  0.3296
99 H -1.15359 -7.77554 -1.05520  0.2921
100 Cl -7.29466 1.77374 2.85986  -0.1730
101 C -6.68826 3.44711 2.98120  -0.4612
102 C -7.13321 4.30080 1.82200  -0.4336
103 Cl -6.36625 3.81416 0.28863  -0.1410
104 H -5.60472 3.40593 3.05353  0.2618
105 H -7.08017 3.85798 3.90954  0.3730
106 H -6.85074 5.33635 2.00185  0.3025
107 H -8.21014 4.25596 1.68555  0.3104